(1)
51
Properties=species:S:1:pos:R:3:lowdin_charge:R:1 method="wB97M-V/def2-TZVPD" spin_multiplicity=1 gap_ha=0.4072 homo_ev=-11.06
O -1.904 -4.612 -0.853 -0.0494
H -1.494 -4.477 -1.710 0.0170
H -2.263 -5.486 -0.713 0.0296
O -2.234 -1.353 0.312 -0.0395
H -1.326 -1.683 0.185 0.0579
H -2.435 -1.460 -0.630 0.0733
O 5.338 -1.398 0.018 -0.0588
H 5.330 -1.638 0.945 0.0276
H 4.442 -1.286 -0.313 -0.0193
O 1.250 1.762 3.227 -0.0581
H 1.591 1.075 2.638 -0.0054
H 2.077 2.094 3.594 0.0347
O -2.500 0.178 4.223 -0.0644
H -3.081 0.086 3.452 0.0059
H -3.091 0.652 4.818 0.0356
O 0.197 -3.237 -3.574 -0.0489
H 1.090 -3.269 -3.220 0.0188
H 0.223 -3.865 -4.304 0.0405
O -0.034 -2.641 2.718 -0.0491
H -0.012 -2.994 3.613 0.0401
H -0.044 -1.700 2.933 0.0357
O -2.137 0.684 -4.462 -0.0553
H -2.722 1.435 -4.568 0.0276
H -1.315 0.955 -4.058 0.0144
O 0.244 1.481 -1.538 -0.0321
H -0.291 2.095 -1.029 0.0046
H 0.723 0.823 -1.056 -0.0243
O -3.539 0.678 1.408 -0.0848
H -2.869 0.054 1.039 0.0065
H -3.039 1.377 1.840 0.0006
O 1.476 4.352 -1.853 -0.0423
H 0.613 4.404 -1.432 0.0384
H 1.969 5.069 -1.443 0.0484
O -1.374 3.153 0.484 -0.0319
H -2.145 2.614 0.666 0.0099
H -0.886 3.187 1.312 0.0551
O -4.665 3.152 1.949 -0.0519
H -5.151 2.365 1.705 0.0261
H -4.508 3.575 1.101 0.0378
O 1.768 0.004 0.790 -0.0513
H 2.462 0.658 0.579 0.0295
H 1.640 -0.119 -0.151 -0.0082
O 3.250 -1.195 -2.091 -0.0278
H 2.605 -1.863 -1.856 0.0122
H 2.767 -0.414 -2.385 0.0510
O 3.234 2.223 -0.745 -0.0458
H 4.185 2.310 -0.685 0.0489
H 2.762 3.064 -0.820 0.0131
O 1.478 -3.412 -0.180 -0.0507
H 0.980 -3.760 0.568 0.0283
H 2.398 -3.405 0.083 0.0304

***

(2)
54
Properties=species:S:1:pos:R:3:lowdin_charge:R:1 method="wB97M-V/def2-TZVPD" spin_multiplicity=1 gap_ha=0.3709 homo_ev=-10.88
O 4.388 2.738 -0.462 -0.0386
H 3.784 2.439 -1.143 0.0176
H 3.980 3.435 0.042 0.0152
O -1.232 -3.300 4.656 -0.0640
H -0.602 -2.942 5.287 0.0308
H -1.803 -2.524 4.601 0.0332
O 2.974 -2.415 -4.833 -0.0576
H 2.017 -2.476 -4.904 0.0222
H 3.245 -3.246 -4.432 0.0388
O 4.766 -2.825 1.306 -0.0549
H 3.828 -2.801 1.101 0.0123
H 4.804 -2.262 2.088 0.0362
O -3.097 -4.601 -0.062 -0.0508
H -2.358 -4.312 0.480 0.0286
H -2.887 -5.517 -0.237 0.0338
O 0.326 1.116 -3.395 -0.0252
H 0.898 1.829 -3.164 0.0274
H -0.026 1.182 -4.285 0.0631
O 3.213 -1.613 -1.234 -0.0254
H 2.946 -0.975 -1.889 0.0307
H 2.464 -2.022 -0.835 0.0118
O -3.695 3.332 2.151 -0.0596
H -3.672 3.643 1.250 0.0220
H -2.904 3.602 2.611 -0.0020
O 1.064 5.235 1.172 -0.0326
H 0.955 6.145 1.443 0.0561
H 0.682 5.188 0.295 0.0375
O 2.271 2.754 4.377 -0.0364
H 1.462 2.737 3.870 0.0020
H 2.857 3.345 3.905 0.0321
O -0.915 -2.236 -1.499 -0.0622
H -0.389 -2.131 -0.688 0.0609
H -1.707 -1.958 -1.021 0.0319
O -0.911 -3.902 -3.602 -0.0676
H -0.725 -2.966 -3.665 0.0043
H -1.400 -4.029 -2.787 0.0066
O 2.534 0.284 1.221 -0.0503
H 1.936 0.868 0.746 -0.0127
H 3.273 0.107 0.662 -0.0008
O -0.983 2.877 2.010 -0.0246
H -0.313 3.392 1.589 -0.0169
H -0.506 2.624 2.808 0.0453
O -6.328 -1.810 -0.511 -0.0427
H -5.946 -2.460 -1.099 0.0302
H -5.725 -1.579 0.188 0.0054
O 1.506 2.630 -0.209 -0.0317
H 0.686 2.223 -0.451 0.0504
H 1.680 3.567 -0.171 0.0195
O -3.476 -0.058 1.452 -0.0330
H -3.057 -0.775 1.004 -0.0010
H -4.308 0.205 1.056 0.0319
O -2.021 0.204 -1.971 -0.0635
H -1.162 0.507 -2.284 -0.0141
H -2.390 -0.473 -2.536 0.0301

***

(3)
54
Properties=species:S:1:pos:R:3:lowdin_charge:R:1 method="wB97M-V/def2-TZVPD" spin_multiplicity=1 gap_ha=0.3720 homo_ev=-10.20
O 2.848 -3.497 -1.099 -0.0917
H 3.320 -3.436 -0.210 0.0173
H 3.458 -3.375 -1.835 0.0320
O -1.574 4.031 -1.223 -0.1624
H -0.890 3.478 -0.571 0.0682
H -1.157 4.919 -1.274 0.0477
O 4.183 -3.783 1.269 -0.1426
H 4.420 -4.557 1.881 0.0943
H 4.494 -2.981 1.868 0.1261
O 1.020 0.053 -1.837 -0.0432
H 1.427 -0.786 -2.091 -0.0084
H 1.134 0.592 -2.591 0.0226
O -0.579 1.820 2.001 0.0136
H -1.326 2.187 1.530 0.0690
H -0.025 2.291 2.487 -0.0643
O 1.126 -2.149 -3.216 -0.0834
H 0.646 -2.717 -2.556 0.0881
H 2.012 -2.519 -2.922 0.0589
O 0.023 0.355 5.128 -0.0929
H -0.551 1.005 4.780 -0.0082
H -0.711 0.017 5.770 0.0654
O 1.993 -3.914 2.488 -0.0735
H 1.563 -3.846 3.277 -0.0211
H 1.524 -3.257 1.807 0.1407
O -4.948 3.190 -1.223 -0.0878
H -4.569 2.811 -2.101 0.0534
H -4.222 3.796 -1.240 -0.0127
O 0.461 3.284 0.201 -0.0204
H 0.775 2.512 0.016 -0.0602
H 0.193 3.336 1.232 0.1286
O -0.578 3.403 -3.463 -0.0177
H -1.299 3.819 -3.073 -0.0531
H 0.002 4.055 -3.751 0.0036
O 2.916 -0.151 0.495 -0.0411
H 2.724 -0.005 -0.387 -0.0457
H 2.552 0.728 0.775 0.0268
O 0.146 -5.629 1.491 0.0214
H 1.020 -5.703 1.621 -0.0487
H 0.083 -5.572 0.586 -0.0028
O -0.897 -1.810 5.976 -0.0862
H -0.261 -1.814 5.228 0.0565
H -1.734 -1.363 5.734 0.0577
O 2.141 2.391 2.065 0.0110
H 2.771 3.172 2.250 0.1410
H 2.574 1.753 2.428 -0.0551
O -3.643 3.176 -3.824 -0.0314
H -2.976 3.413 -4.500 0.0651
H -3.977 2.394 -4.189 0.0199
O -0.698 -2.014 -5.448 -0.1316
H -1.271 -2.770 -5.799 0.0590
H -0.406 -2.599 -4.658 0.0381
O -5.127 0.544 0.563 -0.0572
H -4.603 1.351 0.389 0.0237
H -5.531 0.371 -0.255 -0.0063

***

Relative energy (zero: lowest compared OMol25 entry of this formula, charge and spin) for the records above, in order: 62.0, 114.9, 189.4 kcal per mole